[1]
ORCA calculation (the ωB97M-V functional and the def2-TZVPD basis) on C19H23IrN11O3S2 as an isolated structure.

Energy relative to the best compared isomer or geometry (same formula, charge and spin): 107.4 kJ/mol
Net charge: +1
Multiplicity: 5
Gap between HOMO and LUMO (spin up / spin down): 7.33 / 5.87 eV

The geometry in XYZ format:
```
59
Properties=species:S:1:pos:R:3:forces:R:3
C -2.673 -1.611 3.365 -0.0575 -0.3861 -1.5689
H -3.613 -0.727 -0.421 -0.0753 -0.1970 -0.0190
H 4.509 -2.834 1.815 0.5412 0.1037 1.1622
H -3.551 -0.880 3.310 1.5042 -1.1431 0.4699
S 1.257 4.200 0.991 -1.2866 -0.8186 0.3783
C 3.665 -2.756 0.152 -1.8449 -0.1369 -1.0826
H -2.272 -4.949 2.968 0.0331 -0.3020 0.0612
N -0.049 0.662 2.106 -1.0393 0.4425 0.5967
C 1.041 3.325 -4.195 0.8536 0.9654 1.0268
N 4.472 -3.686 -0.308 -0.0484 -0.9679 -1.1371
H -4.048 -3.239 3.240 0.9006 -0.1315 0.3684
C -0.376 -2.169 2.842 0.2278 -0.5281 -0.8521
N 3.178 -1.256 1.818 0.0027 0.5307 1.8973
C -1.095 0.270 2.835 1.4109 -0.5578 -0.3956
C 1.040 4.227 -1.893 -0.7457 0.1839 -0.6722
C -2.969 -2.989 3.281 -2.1013 3.1470 0.1967
C -0.296 4.614 -2.059 -0.2821 -0.5519 0.7743
N -3.658 -0.687 -3.667 -0.2495 1.0808 0.3649
H 5.443 -3.697 -0.075 0.2877 0.0138 0.0452
O 2.312 -4.009 -1.976 0.6189 -1.9395 -0.2314
N -1.857 -1.019 -2.288 0.8024 0.2693 0.0037
N 2.455 -2.453 -0.312 1.0778 -0.3231 0.4982
C -3.143 -0.837 -2.398 -0.9858 0.0832 -0.4554
C 1.677 3.685 -2.978 0.3272 -0.4430 -1.8706
O 1.613 -2.001 -2.242 -0.1726 -0.4561 -0.2951
C -1.311 -1.159 3.050 -2.6365 0.2500 0.6126
H 2.285 5.462 -0.613 -0.5696 -0.5881 -0.1168
C -0.715 -3.541 2.895 1.7782 0.4649 0.2366
N -3.976 -0.901 -1.345 -0.4024 0.4025 -0.4876
H -1.992 4.336 -3.409 -0.6339 0.4755 0.6386
H 3.668 -0.389 1.971 -0.0475 0.4129 0.2856
H -1.404 1.987 4.057 -0.6141 -1.1548 -0.4349
H -2.433 1.939 2.729 -0.5149 -0.5731 0.1189
O 0.822 -1.936 2.398 1.0664 0.6223 -0.0951
N 0.123 2.043 2.030 0.2570 -0.2887 -1.2850
N 2.135 -2.898 -1.602 -0.7247 2.9999 0.3294
H 1.581 2.981 -5.064 0.2873 -0.3638 0.2267
H 2.740 3.584 -2.989 0.6435 -0.3420 0.4664
C 1.845 4.432 -0.679 2.4720 0.7670 0.9521
N -0.764 -1.412 -0.149 1.0071 -0.4262 1.9739
H -0.854 3.072 -4.984 -1.4042 -0.4771 -2.1322
H -4.468 -0.053 -3.844 0.8699 -1.0374 0.6720
Ir 1.037 -0.659 0.665 0.9092 -0.3497 1.0107
C -1.987 -3.916 3.062 -0.4825 -1.5393 0.0431
C -1.307 -1.177 -1.126 -1.5763 -0.0946 -2.8175
C -0.288 3.558 -4.283 -0.2449 0.8552 3.3580
C -0.953 4.210 -3.188 0.4648 -0.8493 -2.2443
C -2.031 1.233 3.470 2.1520 2.1653 -0.0126
H 2.783 -1.606 2.742 0.5237 0.3295 -1.6696
S 1.798 1.399 -0.050 -0.4264 -0.0707 0.1678
H 0.137 -4.213 2.728 -0.6598 0.1146 -0.0108
H -0.841 5.083 -1.244 0.1077 0.0244 -0.0938
N 4.129 -2.109 1.243 -0.6058 -0.0510 -0.0387
H -4.954 -0.727 -1.516 0.0229 -0.0219 0.2491
H -2.913 -0.471 -4.316 0.0047 -0.3015 -0.1135
C 0.874 2.433 1.037 0.3351 0.4551 1.0258
H 2.756 3.803 -0.689 -0.4265 0.2782 -0.5209
H 4.103 -4.297 -1.028 0.2979 0.0080 0.0654
H -2.683 0.726 4.129 -0.9284 -0.0336 0.3769
```
Forces are in eV/Å.

---

[2]
ORCA calculation (the ωB97M-V functional and the def2-TZVPD basis) on C21H23Cl5GaN5 as an isolated structure.

Net charge: +2
Gap between HOMO and LUMO: 6.04 eV

The geometry in XYZ format:
```
55
Properties=species:S:1:pos:R:3:forces:R:3
C 2.853 1.282 1.035 0.0378 0.0505 0.0154
H -2.690 2.115 0.942 0.0150 -0.0099 0.0012
H -2.951 -1.491 -0.789 0.0091 0.0024 0.0006
H -1.622 1.995 -0.970 -0.0195 0.0157 -0.0028
C 2.468 -0.303 -0.947 0.0834 0.0024 -0.0225
C -0.026 -1.501 -2.494 0.0157 -0.0714 -0.0144
H -0.892 -2.405 -0.869 0.0147 -0.0024 0.0066
Cl 6.567 -1.714 0.826 0.0281 -0.0130 -0.0086
C 3.413 0.751 -0.274 -0.0510 0.0500 -0.0784
N 1.581 1.024 1.303 -0.0124 0.0380 0.0844
C 4.774 0.075 0.016 0.1324 0.0210 -0.0656
C -2.318 0.094 1.554 -0.0538 -0.0768 0.0043
C 3.963 -1.814 1.450 -0.1404 -0.1166 -0.0076
H 3.725 2.867 3.886 0.0038 0.0029 0.0045
C 3.655 1.974 1.941 -0.0211 0.0020 0.0255
Cl 3.595 2.164 -1.338 -0.0070 -0.0002 -0.0019
C 2.572 -1.718 1.254 0.1495 -0.1707 0.0266
H -1.989 0.805 4.087 0.0016 0.0109 -0.0069
Ga 0.110 -0.074 -0.048 -0.1810 -0.0923 -0.0669
H -1.965 0.658 -2.728 -0.0039 -0.0108 0.0278
H 1.436 -0.292 -3.497 0.0140 -0.0266 0.0103
H 3.617 -0.410 -2.766 0.0034 0.0021 0.0008
H -0.613 -1.778 -3.372 0.0119 0.0262 -0.0107
C -2.319 -1.153 -1.612 -0.0519 -0.0440 0.0114
C 0.700 -0.156 -2.703 0.0171 0.0125 -0.1068
H -2.645 -1.691 -2.504 0.0032 0.0201 0.0009
H -3.794 0.950 0.221 0.0082 0.0052 0.0100
H -0.401 1.048 4.792 0.0039 -0.0062 0.0042
H 4.113 -1.620 -1.581 -0.0237 -0.0062 -0.0231
N -0.881 0.281 1.696 0.1078 0.0954 0.0694
H -2.500 -0.929 1.224 -0.0004 0.0144 -0.0021
Cl 6.139 0.818 -0.643 -0.0419 -0.0010 0.0182
Cl 4.514 -2.873 2.636 -0.0373 0.0514 0.0065
H 4.677 2.222 1.685 0.0107 0.0051 -0.0063
C -2.466 0.342 -1.816 -0.0768 0.0385 -0.0668
C 1.071 1.323 2.502 0.0760 0.0287 0.0131
H 2.641 -1.851 -2.480 -0.0407 -0.0111 -0.0144
N 1.279 0.396 -1.490 0.0433 -0.0352 0.1396
C -0.349 0.912 2.678 0.0073 -0.0340 -0.0314
N -1.866 1.057 -0.676 0.1356 -0.0033 0.0245
N -0.916 -1.481 -1.289 0.0329 -0.0014 0.0182
C -1.035 1.298 3.943 -0.0311 -0.0212 0.0187
H 1.391 2.224 4.431 0.0016 -0.0034 0.0140
H -1.189 2.380 3.960 -0.0013 0.0049 0.0092
C 1.812 1.978 3.468 -0.0455 -0.0287 -0.0656
Cl 1.537 -2.381 2.494 -0.0638 -0.0652 0.1038
H 0.007 0.586 -3.100 0.0123 -0.0186 0.0290
H -3.524 0.593 -1.928 0.0091 0.0083 -0.0055
C 1.925 -1.167 0.192 -0.1488 0.2802 -0.0212
C -2.753 1.118 0.504 -0.0600 0.0015 -0.0001
H -2.866 0.241 2.479 -0.0147 0.0186 -0.0273
C 3.257 -1.099 -2.000 0.0157 -0.0094 -0.0311
C 4.970 -1.083 0.722 0.1079 0.0743 0.0227
H 0.695 -2.300 -2.327 0.0092 0.0089 -0.0050
C 3.124 2.332 3.163 0.0057 -0.0122 -0.0283
```
Forces are in eV/Å.

---

[3]
ORCA calculation (the ωB97M-V functional and the def2-TZVPD basis) on C36H28BClN13O6Pb as an isolated structure.

Energy relative to the best compared isomer or geometry (same formula, charge and spin): 113.9 kJ/mol
Net charge: +2
Multiplicity: 2
Gap between HOMO and LUMO (spin up / spin down): 6.32 / 6.26 eV

The geometry in XYZ format:
```
86
Properties=species:S:1:pos:R:3:forces:R:3
H 0.585 -5.245 1.922 0.1163 0.0032 0.0622
C -3.630 0.404 3.220 -0.1282 0.1201 -0.1098
H 4.178 -0.326 5.480 -0.1023 -0.0531 -0.0857
C 0.553 2.273 -4.025 -0.0809 0.1621 0.1722
N 2.630 -2.116 0.589 -0.0234 0.1576 0.0526
N -2.932 1.630 -0.008 -0.3363 0.4064 -0.1200
C -3.474 -0.506 -4.331 -0.0342 -0.0147 -0.1612
C 3.491 -0.622 4.703 0.0381 0.0822 0.0358
H 3.656 -6.611 3.891 0.0176 0.0391 -0.0730
C 3.637 -1.496 -1.287 0.0454 -0.0031 -0.0470
O -0.973 2.719 0.942 -0.4450 -1.1369 0.3418
C -1.297 -4.105 1.558 -0.0874 -0.0970 0.0208
H 0.793 -1.004 -4.784 0.0365 0.0615 -0.0278
H 4.999 -3.394 1.393 -0.0963 -0.0593 0.1334
C 0.050 -4.324 1.780 0.1089 0.1547 0.0591
H 1.979 1.023 4.551 0.0657 -0.1162 -0.0533
H -2.581 -1.393 -2.607 0.0759 0.0064 -0.0514
C -0.362 3.674 0.519 0.3739 1.4436 -0.1838
C 0.882 4.806 -1.462 -0.1459 0.1995 0.3305
C 2.869 -0.456 -0.772 -0.1341 0.2013 -0.1123
N 3.099 -4.005 2.206 -0.1009 0.2731 -0.4132
H -3.040 3.136 -1.435 0.1563 -0.0294 0.1757
C 0.142 3.761 -0.879 0.2015 -0.0341 0.2266
H 0.750 0.501 -2.835 0.0186 0.0050 0.0615
N 0.686 -3.140 1.830 -0.0657 0.0169 0.0234
C -2.956 -0.489 -3.069 0.0330 -0.0179 0.1907
N 2.665 -5.004 3.026 0.5767 0.1029 -0.2047
C 3.523 -1.777 3.947 -0.0004 -0.1209 0.0891
H 4.215 -2.605 3.987 -0.0980 0.0470 -0.0308
Cl 2.083 5.091 -3.935 0.0718 0.0603 -0.0501
C -2.947 0.698 -2.299 -0.0133 0.3412 -0.0362
O 1.801 7.045 -1.431 0.1304 0.1758 -0.1095
C 1.132 4.362 -2.733 0.0040 -0.2961 -0.3480
C 0.701 0.065 -4.936 -0.1115 -0.0651 0.0417
O -3.434 3.124 -2.311 -0.1034 -0.2053 -0.1071
C -4.178 0.852 1.926 -0.1471 -0.0415 0.0402
H -4.699 -0.061 6.378 0.0311 -0.0042 -0.0306
C -2.411 0.555 -0.971 -0.2406 -0.1730 -0.4892
H -5.257 0.812 1.791 0.0295 0.0928 -0.1430
N -3.528 1.256 0.929 0.1082 -0.3979 0.2597
Pb 0.314 0.125 1.547 0.5004 -0.3447 0.0559
N 2.251 -0.832 0.347 0.0095 -0.1901 0.1642
H -2.387 -1.000 6.496 0.0140 0.0458 -0.0609
C 4.450 -4.117 1.978 -0.4020 0.3279 -0.1733
O -0.170 4.694 1.299 0.0267 -0.3288 -0.1376
H 2.744 0.552 -1.148 -0.0309 -0.1302 0.0099
N 1.772 -0.632 3.270 -0.0239 0.0152 -0.0666
C -3.996 1.851 -4.147 -0.1307 -0.0535 -0.1959
H 1.935 6.849 -2.368 0.0405 -0.0203 -0.1163
C 0.601 0.586 -6.219 0.0116 -0.0051 -0.0142
H -4.405 2.766 -4.556 0.0552 -0.0274 0.0042
H -2.297 -2.124 1.286 0.1106 -0.0622 0.0604
C -2.771 -0.575 5.578 0.0401 -0.0401 0.0375
O -1.710 -0.286 -0.501 0.1104 -0.0288 0.1877
C -3.457 1.895 -2.868 0.2143 0.0764 0.2588
C -4.011 0.675 -4.861 -0.0078 -0.0529 -0.0474
H 3.840 -3.538 -0.411 -0.0640 0.1182 0.0179
H -4.455 0.663 -5.849 0.0455 0.0147 0.0185
N -0.049 2.759 -1.720 0.0442 0.2162 -0.2295
C 1.249 6.050 -0.775 -0.0898 -0.0756 0.4886
C -1.975 -0.551 4.434 0.1524 -0.0475 -0.0169
H 0.272 3.864 -5.450 -0.0167 -0.0316 0.0119
N -0.229 -2.144 1.620 0.3323 -0.1738 0.1437
B 2.217 -2.803 1.934 0.0837 -0.0506 0.0658
C -4.052 -0.065 5.511 -0.0442 -0.0045 0.0591
H 0.635 -0.070 -7.079 -0.0036 0.0280 0.0525
H 4.253 -1.500 -2.173 -0.0847 0.0138 0.1035
C 0.455 1.954 -6.394 0.0216 0.0131 -0.0398
O 1.042 6.181 0.420 0.0538 0.0549 -0.2907
N -2.384 -0.066 3.268 0.2372 0.0744 -0.0753
N 0.552 3.145 -2.868 -0.0647 -0.3043 -0.1666
C 3.739 -5.737 3.260 -0.1340 -0.2048 0.1964
C -1.419 -2.727 1.470 0.0081 0.0694 -0.1199
H 5.902 -5.607 2.658 -0.1356 0.0084 -0.0310
H -3.478 -1.420 -4.909 -0.0521 0.0237 0.0277
H -0.966 -0.956 4.462 -0.0646 0.0232 -0.0161
N 2.487 -1.770 3.091 -0.1938 0.0258 -0.0788
C 2.380 0.068 4.233 -0.1537 0.0761 0.0574
H -2.075 -4.848 1.483 0.0977 0.0790 -0.0088
H -5.505 0.830 4.190 0.0983 -0.0851 -0.0025
C 0.674 0.906 -3.834 0.0755 -0.0440 0.1127
C 4.893 -5.225 2.620 0.0139 -0.3799 0.4279
H 0.369 2.371 -7.390 -0.0255 -0.0270 0.0471
C -4.503 0.427 4.294 -0.1639 0.0720 0.0749
C 0.419 2.804 -5.299 -0.0932 0.0691 -0.0053
C 3.451 -2.532 -0.392 -0.1626 -0.0197 -0.1205
```
Forces are in eV/Å.

---

[4]
ORCA calculation (the ωB97M-V functional and the def2-TZVPD basis) on a 3-piece molecular cluster, C2H8O3 overall.

Energy relative to the best compared isomer or geometry (same formula, charge and spin): 53.4 kJ/mol
Net charge: +1
Multiplicity: 2
Gap between HOMO and LUMO (spin up / spin down): 10.54 / 6.70 eV

The geometry in XYZ format:
```
13
Properties=species:S:1:pos:R:3:forces:R:3
H -0.432 0.446 -1.412 1.1018 -0.4181 -0.4120
H -0.271 0.232 0.850 -0.0691 -0.1258 -0.0873
H 1.659 -2.342 0.906 0.1485 -0.1795 0.3264
H -1.784 1.800 1.895 -0.0452 0.1081 -0.0597
H -0.248 -2.090 -2.315 -0.0441 0.1586 -0.0272
H -1.795 2.960 0.445 0.1912 -0.0858 -0.3226
C -1.429 2.049 0.899 -0.1534 0.6073 1.2681
C -0.567 1.137 0.321 0.2869 -0.2047 -1.2617
O -0.211 -1.283 -1.787 -0.1708 0.5636 0.3317
O 2.060 -1.676 1.480 -0.3014 0.3545 -0.7494
H 0.575 -1.326 -1.240 0.3252 -0.4561 -0.1016
H 2.663 -1.203 0.887 0.1168 -0.1511 0.3465
O -0.220 1.296 -0.929 -1.3866 -0.1709 0.7489
```
Forces are in eV/Å.